A structure of composition C36H44MoN2Si in a non-equilibrium geometry. Source: the Open Molecules 2025 dataset; level of theory: ωB97M-V/def2-TZVPD.

The value obtained for the electronic energy is -1864.7713 a.u. Its expectation value of S² is 2.262.

Structure (ORCA input):
```
! wB97M-V def2-TZVPD RIJCOSX def2/J DEFGRID3
* xyz 2 3
Mo 0.01 1.20 -0.38
Si 0.41 1.16 -3.85
N 0.90 -0.42 0.80
N -1.32 0.83 1.36
C 1.24 -4.83 3.27
C -1.75 2.14 -7.35
C 3.46 -0.65 -7.03
C -2.69 1.34 5.43
C 1.56 2.64 -1.00
C -0.43 3.37 -0.03
C -0.71 1.74 -6.50
C -3.01 2.45 -6.85
C 3.62 0.64 -6.51
C 0.32 -0.77 1.98
C -0.83 0.02 2.36
C 0.47 2.95 1.02
C -2.20 1.93 -4.60
C 1.89 -2.59 2.32
C 3.60 -4.47 2.55
C 1.66 0.37 -5.09
C 1.99 -1.11 0.39
C -3.22 2.34 -5.47
C -2.47 0.17 6.40
C 2.37 -3.79 3.16
C 2.40 -1.42 -6.58
C -0.90 1.70 -5.10
C 2.48 -2.20 1.11
C 0.80 -1.84 2.76
C 1.50 -0.92 -5.61
C -1.40 -2.80 -3.02
C -1.71 2.47 5.80
C 0.25 3.20 -1.28
C -1.37 0.06 3.66
C -4.12 1.86 5.60
C 2.73 1.16 -5.57
C -2.42 1.58 1.62
C -2.39 0.96 3.96
C 1.68 2.48 0.42
C -3.00 1.62 2.88
C 2.71 -3.32 4.58
H 2.58 2.18 0.96
H -1.30 -1.71 -3.07
H 0.22 1.37 -6.94
H -0.92 -0.60 4.40
H 2.44 -0.76 -0.54
H 3.91 -5.31 3.18
H -0.67 2.12 5.70
H -1.42 -0.14 6.43
H 2.24 -2.40 -7.00
H 0.97 -5.20 2.27
H -1.42 3.80 0.10
H -4.28 2.12 6.66
H -1.73 -3.02 -2.01
H 3.34 -2.72 0.69
H 1.56 -5.69 3.87
H -1.87 2.81 6.83
H 2.84 2.18 -5.22
H 2.31 2.45 -1.76
H -3.09 -0.69 6.13
H -1.57 2.17 -8.43
H 0.30 3.10 2.08
H -0.10 3.49 -2.26
H 0.96 2.51 -3.64
H 3.37 -4.85 1.55
H -2.14 -3.16 -3.72
H 3.06 -4.17 5.19
H -3.91 2.21 3.00
H 4.44 -3.76 2.48
H -2.75 0.49 7.41
H 4.42 1.27 -6.88
H -4.30 2.77 5.01
H -4.20 2.55 -5.06
H 1.84 -2.89 5.09
H 0.66 -1.53 -5.28
H 0.34 -4.41 3.73
H 4.14 -1.03 -7.79
H -3.83 2.72 -7.52
H 0.27 -2.07 3.70
H -4.86 1.11 5.32
H -1.84 3.32 5.12
H 3.51 -2.56 4.56
H -2.79 2.19 0.80
H -0.41 -3.23 -3.18
H -2.41 1.72 -3.55
*
```